# 1
C3H9Cl4CrN3O22 | the ωB97M-V functional and the def2-TZVPD basis

Structure (XYZ):
```
42
Properties=species:S:1:pos:R:3:mulliken_spin:R:1
Cr -5.44566 -1.12257 0.11065 4.1896
Cl -8.32269 0.13598 -2.05083 0.0030
O -7.64125 0.65127 -3.17548 0.0000
O -7.37316 -0.40533 -1.13602 0.0066
O -9.06003 1.16779 -1.36069 0.0006
O -9.23947 -0.84092 -2.57138 0.0016
Cl -5.40685 -4.29707 -1.59864 0.0071
O -4.83813 -4.75832 -2.79730 -0.0014
O -5.36814 -2.85090 -1.55091 -0.0135
O -6.75377 -4.78476 -1.46176 0.0009
O -4.63672 -4.78931 -0.47684 0.0002
Cl -7.18519 0.86131 2.81809 0.0011
O -7.22322 2.25605 2.52603 0.0009
O -6.32105 0.31919 1.80811 0.0127
O -6.59261 0.69647 4.12774 0.0008
O -8.42871 0.11747 2.78194 0.0017
Cl -7.83759 -3.74140 1.89300 0.0055
O -7.15469 -2.84670 0.98083 0.0127
O -8.32647 -4.95305 1.30549 0.0012
O -6.94459 -4.14483 2.93137 0.0003
O -8.92535 -2.99389 2.43976 0.0008
C -1.29796 -0.00940 -0.99048 0.0075
N -2.14230 -1.16331 -0.63709 0.3825
O -1.52192 -2.17851 -0.34188 0.2836
O -3.35659 -0.99929 -0.58852 0.0186
H -1.20700 0.72113 -0.18666 0.0048
H -1.66582 0.46882 -1.89828 -0.0008
H -0.30211 -0.36079 -1.26054 0.0089
C -3.55665 -4.13032 2.98210 0.0035
N -3.34774 -2.74354 2.46634 0.0511
O -4.23045 -2.22184 1.72184 -0.0380
O -2.40331 -2.11358 2.93582 0.0196
H -2.63785 -4.71677 2.98408 -0.0015
H -4.28005 -4.66504 2.36655 -0.0009
H -3.92339 -4.05245 4.00559 0.0002
C -5.18223 3.37014 -1.37930 0.0008
N -4.42660 2.17683 -0.96930 0.0000
O -3.24227 2.32568 -0.72381 0.0135
O -5.00541 1.15809 -0.97606 0.0139
H -5.64925 3.81874 -0.50251 -0.0005
H -5.85143 3.20079 -2.22286 0.0001
H -4.43791 4.08326 -1.73364 0.0006
```

E: -4823.1453 a.u.
total charge: -3
F_max: 3.9 eV/Å
multiplicity: 6

***

# 2
C12H27BrClN3O5PS2 | the ωB97M-V functional and the def2-TZVPD basis

Structure (XYZ):
```
52
Properties=species:S:1:pos:R:3:nbo_charge:R:1
C 4.69252 -3.25431 -1.13703 -0.6801
C 4.63848 -2.13454 -2.33133 -0.1840
Cl 6.42544 -1.87316 -2.88848 -0.0579
C 3.81917 -2.58281 -3.67671 -0.2810
N 2.75155 -3.63222 -3.46420 -0.4909
C 1.64460 -3.52710 -2.65645 0.7353
N 0.67753 -4.72976 -2.63567 -0.8323
N 1.41907 -2.26187 -1.82599 -1.0162
P 1.13784 -2.66154 -0.09946 1.1686
O 1.97681 -4.15881 0.34725 -0.9631
Br 2.04270 -1.07551 1.28781 -0.1774
H 4.26921 -4.30816 -1.41503 0.2205
H 4.16125 -2.81138 -0.17000 0.2402
H 5.83062 -3.43040 -0.82816 0.2724
H 4.20698 -1.10689 -1.92067 0.2563
H 3.27906 -1.61920 -4.12775 0.2547
H 4.55101 -2.95638 -4.51000 0.2742
H 2.84383 -4.52236 -4.03968 0.4585
H -0.03261 -4.62279 -1.87724 0.4108
H 0.17433 -4.71978 -3.57309 0.4276
H 0.63969 -1.67624 -2.22723 0.4611
H 1.50010 -4.94810 -0.09418 0.5048
C 1.11269 3.43898 4.11720 -0.4075
C 1.54885 2.38020 3.10559 -0.4058
C 0.56733 1.21411 3.21014 -0.6921
S -0.97900 1.91132 3.77090 2.1748
O -1.26666 1.39166 5.09126 -0.9264
O -1.94400 1.86176 2.69074 -0.9619
C -0.39114 3.58520 3.93872 -0.6765
H 1.63047 4.38951 3.95901 0.2327
H 1.33866 3.09461 5.13346 0.2212
H 1.51154 2.80428 2.09480 0.2094
H 2.57643 2.04857 3.28449 0.2261
H 0.41680 0.72710 2.24336 0.2495
H 0.89604 0.47942 3.95031 0.2515
H -0.87927 4.06956 4.78614 0.2648
H -0.62789 4.11742 3.01258 0.2395
C -5.83473 1.99373 -0.63464 -0.4073
C -4.94306 2.89294 0.22031 -0.4017
C -3.53385 2.30362 0.19007 -0.6838
S -3.38840 1.43588 -1.36477 2.1629
O -3.24577 0.02133 -1.09123 -0.9611
O -2.47322 2.15495 -2.22839 -0.9507
C -5.05559 1.73894 -1.91635 -0.6764
H -6.80360 2.45866 -0.83898 0.2305
H -6.01620 1.04756 -0.11093 0.2166
H -4.92942 3.90371 -0.20523 0.2084
H -5.31517 2.97399 1.24640 0.2330
H -2.77033 3.08381 0.24344 0.2534
H -3.38496 1.58072 0.99686 0.2774
H -5.42466 0.88041 -2.48000 0.2539
H -5.04109 2.62933 -2.55199 0.2436
```

E: -5185.5025 a.u.
total charge: +1
F_max: 4.0 eV/Å

***

# 3
C5H12NO2 | the ωB97M-V functional and the def2-TZVPD basis

Structure (XYZ):
```
20
Properties=species:S:1:pos:R:3:mulliken_spin:R:1
O 0.76893 2.46406 -0.74304 0.2850
C 0.95075 1.37639 -0.06187 0.5283
C -0.21487 0.83756 0.69240 0.0636
C -0.76734 -0.55576 0.53865 0.0560
C 0.08902 -1.53423 1.30622 -0.0230
C 0.57313 -2.64727 0.78072 0.0332
N -1.22949 1.94289 0.67023 -0.0046
H 1.83647 0.77050 -0.28290 0.0102
H 0.08057 0.93913 1.79564 0.0993
H -0.86497 -0.70330 -0.55246 0.0161
H -1.80164 -0.58056 0.88336 -0.0225
H 0.31035 -1.21482 2.31579 -0.0001
H 0.49500 -3.14194 -0.17221 0.0046
H 1.18529 -3.24625 1.45866 0.0024
H -1.43530 2.23580 -0.28925 -0.0172
H -0.84303 2.79652 1.05569 -0.0180
H -2.13647 1.71013 1.06940 -0.0193
H -0.11832 -2.37056 -2.07555 -0.0055
H 0.96189 -1.66585 -3.03578 -0.0025
O 0.14607 -1.58112 -2.55616 0.0141
```

E: -402.7789 a.u.
F_max: 3.7 eV/Å
ΔE to the lowest compared entry with this formula, charge and spin: 73.8 kcal per mole
multiplicity: 2

***

# 4
C17H16CuN3O3SbSe4 | the ωB97M-V functional and the def2-TZVPD basis

Structure (XYZ):
```
45
Properties=species:S:1:pos:R:3:mulliken_spin:R:1
Cu 2.09783 1.83484 -0.81174 0.4399
O -0.11365 4.96630 0.65942 0.0024
C 0.47733 4.09464 0.01413 0.0033
O 1.50924 3.43992 0.32174 0.0258
C -0.09971 3.75068 -1.36607 0.0020
C -1.09516 4.51460 -1.96160 0.0043
C -1.51865 4.17302 -3.23392 -0.0004
C -0.94357 3.08204 -3.87413 0.0001
C 0.03388 2.36383 -3.20428 -0.0037
N 0.42858 2.69493 -1.97769 0.0138
H -1.49648 5.35339 -1.41078 0.0003
H -2.28475 4.75701 -3.73161 -0.0003
H -1.23379 2.79498 -4.87621 0.0000
H 0.53937 1.50273 -3.63271 0.0034
Se 6.06971 -1.64286 -1.17023 -0.0036
Sb 4.78541 0.18295 -2.12552 -0.0025
Se 2.28769 -0.23962 -2.00041 0.2367
Se 4.51053 2.10952 -0.55891 0.2736
Se 5.37922 0.85282 -4.39035 -0.0031
C -2.75764 -2.50091 1.11271 -0.0001
N -1.44288 -2.20114 0.54417 -0.0009
N -0.73816 -1.28868 1.35435 -0.0003
C -0.24429 -0.22520 0.57055 0.0041
O 0.48585 0.64815 0.97380 0.0024
C -0.77653 -0.47469 -0.76647 -0.0055
C -1.47464 -1.61188 -0.73303 -0.0009
C -2.22690 -2.29206 -1.82253 -0.0005
C -0.10778 -1.77941 2.51472 -0.0003
C 0.41754 -0.87944 3.44265 0.0000
C 1.04366 -1.36550 4.57789 0.0001
C 1.13810 -2.73009 4.81632 -0.0001
C 0.60822 -3.61651 3.89269 0.0001
C -0.00777 -3.15047 2.74086 0.0000
H -2.62464 -2.91757 2.10948 0.0001
H -3.24900 -3.24604 0.48930 0.0001
H -3.37839 -1.59986 1.17672 0.0000
H -0.53518 0.13818 -1.61729 0.0098
H -1.95037 -1.85531 -2.77975 0.0002
H -3.30621 -2.17634 -1.69575 0.0000
H -1.99670 -3.35821 -1.84442 -0.0003
H 0.36238 0.17981 3.24556 0.0002
H 1.47177 -0.66088 5.27947 0.0000
H 1.63895 -3.09712 5.70303 0.0000
H 0.69553 -4.68463 4.05059 0.0000
H -0.37793 -3.83993 1.99524 0.0000
```

E: -12534.0363 a.u.
total charge: -2
F_max: 0.3 eV/Å
ΔE to the lowest compared entry with this formula, charge and spin: 3.4 kcal per mole
multiplicity: 2

***

# 5
C6H4F5I2NO2Tl | the ωB97M-V functional and the def2-TZVPD basis

Structure (XYZ):
```
21
Properties=species:S:1:pos:R:3:mulliken_charge:R:1
Tl 9.81615 4.77316 8.31606 0.5375
I 10.84265 5.78905 10.60736 -0.1785
I 8.07689 4.86788 12.23632 -0.8908
F 11.13546 4.34469 5.44917 -0.2600
C 11.47249 4.32587 6.78037 0.1610
F 11.86803 3.08557 7.00420 -0.2677
C 12.61375 5.30761 6.94193 0.6921
F 13.54270 5.36212 5.99912 -0.2559
F 13.27900 5.03380 8.03600 -0.2026
F 11.96392 6.53094 7.02204 -0.2318
O 7.56396 3.04957 6.86522 -0.6659
C 7.07911 3.75670 7.74712 0.5232
C 5.61646 4.00481 8.04668 -0.6772
C 5.57596 4.98819 9.11175 -0.1131
C 7.04043 5.60891 9.04940 0.2320
O 7.29957 6.69051 9.51551 -0.5889
N 7.79920 4.69222 8.46317 0.1220
H 5.04820 3.12344 8.19127 0.3739
H 5.25541 4.44248 7.14216 0.2253
H 5.40709 4.34691 10.12147 0.1911
H 4.75847 5.76413 8.91684 0.2740
```

E: -1703.5532 a.u.
total charge: -1
F_max: 5.2 eV/Å
ΔE to the lowest compared entry with this formula, charge and spin: 46.0 kcal per mole

***

# 6
C2HCl2NS | the ωB97M-V functional and the def2-TZVPD basis

Structure (XYZ):
```
7
Properties=species:S:1:pos:R:3:nbo_charge:R:1
C 2.17539 -0.22684 0.40486 0.3096
C 0.44635 -1.00873 -0.74769 0.0654
N 1.60052 -0.46296 -0.61747 -0.5771
S 2.77442 0.17595 1.81585 0.1209
Cl -0.08732 -0.38765 1.01471 -0.1552
Cl 0.33825 -2.76038 -0.64263 0.0034
H -0.22225 -0.74813 -1.53347 0.2329
```

E: -1450.0500 a.u.
F_max: 6.9 eV/Å
ΔE to the lowest compared entry with this formula, charge and spin: 36.5 kcal per mole

***

> What is the formula in the fourth record?

C17H16CuN3O3SbSe4

***

What did the fifth record say?
C6H4F5I2NO2Tl | the ωB97M-V functional and the def2-TZVPD basis

Structure (XYZ):
```
21
Properties=species:S:1:pos:R:3:mulliken_charge:R:1
Tl 9.81615 4.77316 8.31606 0.5375
I 10.84265 5.78905 10.60736 -0.1785
I 8.07689 4.86788 12.23632 -0.8908
F 11.13546 4.34469 5.44917 -0.2600
C 11.47249 4.32587 6.78037 0.1610
F 11.86803 3.08557 7.00420 -0.2677
C 12.61375 5.30761 6.94193 0.6921
F 13.54270 5.36212 5.99912 -0.2559
F 13.27900 5.03380 8.03600 -0.2026
F 11.96392 6.53094 7.02204 -0.2318
O 7.56396 3.04957 6.86522 -0.6659
C 7.07911 3.75670 7.74712 0.5232
C 5.61646 4.00481 8.04668 -0.6772
C 5.57596 4.98819 9.11175 -0.1131
C 7.04043 5.60891 9.04940 0.2320
O 7.29957 6.69051 9.51551 -0.5889
N 7.79920 4.69222 8.46317 0.1220
H 5.04820 3.12344 8.19127 0.3739
H 5.25541 4.44248 7.14216 0.2253
H 5.40709 4.34691 10.12147 0.1911
H 4.75847 5.76413 8.91684 0.2740
```

E: -1703.5532 a.u.
total charge: -1
F_max: 5.2 eV/Å
ΔE to the lowest compared entry with this formula, charge and spin: 46.0 kcal per mole